1.
Molecular formula: C40H36Br3IN3O12
Method: DFT, ωB97M-V with the def2-TZVPD basis set

- energy (eV) = -289320.105
- Kohn-Sham gap (eV) = 7.151
- total charge = +1
- lowest unoccupied orbital energy (eV) = -3.908
- 2S+1 = 1

Each line ends with the Mulliken charge.
Cartesian coordinates (Å):
C -6.18 -2.07 -0.93  -1.294
C -4.74 -2.20 -0.41  -0.454
C -3.96 -0.90 -0.40  -0.620
I -4.89 0.62 0.78  0.154
N -3.78 -0.44 -1.78  0.168
C -2.85 0.36 -2.19  0.121
N -2.60 0.63 -3.50  -0.269
Br -3.45 -0.42 -4.78  -0.001
C -2.53 2.06 -3.88  -0.783
C -2.30 2.94 -2.65  -0.180
Br -4.05 3.58 -2.07  -0.032
C -1.51 2.25 -1.55  -0.636
Br -1.52 3.28 0.09  0.019
N -1.95 0.87 -1.26  0.789
C -0.81 -0.11 -1.25  -0.597
C 0.09 0.08 -0.03  -0.555
C 1.42 0.68 -0.42  0.142
O 1.63 1.87 -0.49  -0.559
O 2.33 -0.25 -0.70  -0.286
H -6.39 -2.82 -1.70  0.357
H -6.39 -1.09 -1.36  0.358
H -6.92 -2.23 -0.15  0.384
H -4.73 -2.58 0.61  0.509
H -4.18 -2.90 -1.03  0.164
H -2.98 -1.04 0.05  0.364
H -4.41 -0.84 -2.47  0.222
H -1.74 2.18 -4.63  0.412
H -3.49 2.32 -4.32  0.400
H -1.73 3.81 -2.94  0.560
H -0.45 2.25 -1.82  0.369
H -1.26 -1.11 -1.22  -0.068
H -0.25 -0.04 -2.19  0.498
H -0.39 0.77 0.67  0.250
H 0.25 -0.87 0.48  0.809
H 3.23 0.12 -0.68  0.459
C 0.10 -6.50 0.03  -0.446
C 0.05 -5.25 0.47  -0.498
C -0.60 -4.19 -0.33  0.496
O -0.64 -3.04 0.07  -0.435
C -1.20 -4.57 -1.63  -0.123
C -1.15 -5.82 -2.07  -0.518
C -0.50 -6.89 -1.27  0.248
O -0.45 -8.03 -1.67  -0.513
H 0.58 -7.30 0.60  0.442
H 0.48 -4.93 1.41  0.485
H -1.67 -3.77 -2.20  0.402
H -1.58 -6.14 -3.02  0.431
C 5.69 0.93 3.54  -0.361
C 4.95 -0.17 3.53  -0.510
C 3.56 -0.15 3.00  0.449
O 2.88 -1.16 2.96  -0.580
C 3.04 1.14 2.50  -0.279
C 3.78 2.24 2.50  -0.275
C 5.17 2.22 3.03  0.254
O 5.85 3.22 3.04  -0.449
H 6.71 0.94 3.92  0.464
H 5.31 -1.13 3.89  0.450
H 2.02 1.13 2.13  0.328
H 3.42 3.20 2.13  0.481
C 8.06 5.56 3.43  -0.268
C 7.13 6.40 3.87  -0.235
C 7.44 7.82 4.17  0.286
O 6.59 8.59 4.57  -0.536
C 8.85 8.27 3.97  -0.395
C 9.78 7.43 3.53  -0.396
C 9.46 6.01 3.22  0.340
O 10.31 5.25 2.82  -0.545
H 7.84 4.53 3.20  0.503
H 6.10 6.10 4.02  0.443
H 9.05 9.30 4.20  0.410
H 10.81 7.73 3.37  0.412
C -12.04 0.05 -0.48  -0.377
C -11.12 -0.80 -0.93  -0.364
C -10.16 -1.45 -0.02  0.509
O -9.31 -2.21 -0.43  -0.547
C -10.25 -1.13 1.43  -0.320
C -11.17 -0.28 1.89  -0.363
C -12.13 0.38 0.97  0.328
O -12.97 1.16 1.39  -0.521
H -12.76 0.54 -1.12  0.407
H -11.04 -1.06 -1.98  0.417
H -9.54 -1.62 2.08  0.421
H -11.26 -0.03 2.94  0.414
C 6.83 -2.60 -3.25  -0.407
C 6.41 -1.42 -2.78  -0.364
C 5.39 -1.34 -1.72  0.453
O 5.01 -0.27 -1.30  -0.655
C 4.85 -2.61 -1.17  -0.307
C 5.26 -3.79 -1.63  -0.423
C 6.28 -3.88 -2.71  0.273
O 6.66 -4.95 -3.14  -0.519
H 7.57 -2.69 -4.03  0.413
H 6.79 -0.48 -3.15  0.436
H 4.10 -2.52 -0.39  0.512
H 4.89 -4.73 -1.26  0.455



2.
Molecular formula: C40H36N11NaO2S
Method: DFT, ωB97M-V with the def2-TZVPD basis set

- relative energy (zero: lowest compared OMol25 entry of this formula, charge and spin) (kcal/mol) = 32.7
- energy (eV) = -77803.093
- Kohn-Sham gap (eV) = 4.741
- total charge = -2
- lowest unoccupied orbital energy (eV) = 3.797
- 2S+1 = 1

Each line ends with the Mulliken charge.
Cartesian coordinates (Å):
Na -0.26 0.09 0.33  1.362
O 0.90 2.05 4.17  -0.786
C 0.44 1.92 3.04  -0.413
N -0.11 0.83 2.49  0.202
C -0.82 -0.06 3.21  -0.450
O -1.59 0.18 4.14  -0.732
C -0.69 -1.52 2.79  0.500
C -0.83 -2.50 3.76  -1.011
C -0.69 -3.83 3.40  -0.523
C -0.45 -4.14 2.07  -0.631
C -0.35 -3.10 1.16  -0.495
N -0.45 -1.82 1.51  0.347
C 0.65 3.09 2.04  2.183
C 0.89 4.37 2.78  -1.676
C -0.03 5.34 2.75  -0.302
C -1.19 5.28 1.87  -1.570
C -1.26 4.31 0.95  -0.063
N -0.42 3.23 1.03  0.988
H -1.06 -2.20 4.78  0.519
H -0.77 -4.61 4.14  0.407
H -0.34 -5.16 1.72  0.433
H -0.20 -3.29 0.10  0.610
H 1.81 4.47 3.34  0.457
H 0.13 6.25 3.33  0.409
H -1.95 6.05 1.91  0.405
H -1.97 4.30 0.13  0.471
N -1.58 2.61 -1.96  -0.047
C -0.54 3.50 -2.17  0.021
C -0.51 4.33 -3.29  -0.573
C 0.52 5.24 -3.47  -0.734
C 1.54 5.34 -2.54  -0.890
C 1.52 4.54 -1.40  1.141
C 2.61 4.58 -0.42  -0.916
C 2.67 3.73 0.59  -1.402
C 1.61 2.72 0.86  1.790
N 0.43 2.78 -0.08  0.616
C 0.48 3.63 -1.21  -0.138
H -2.00 2.26 -2.81  0.378
H -1.33 1.84 -1.36  -0.546
H -1.30 4.24 -4.03  0.373
H 0.53 5.87 -4.36  0.365
H 2.36 6.03 -2.69  0.400
H 3.39 5.32 -0.58  0.336
H 3.49 3.75 1.29  0.628
H 2.03 1.72 0.92  -1.772
S -0.46 -0.51 -2.33  -0.485
C 0.40 -2.06 -2.12  0.263
N -0.37 -3.14 -2.15  -0.754
N 0.40 -4.29 -1.90  -0.030
C -0.17 -5.43 -1.50  0.319
C -1.58 -5.58 -1.41  -0.186
C -2.13 -6.77 -0.99  -0.437
C -1.35 -7.86 -0.63  -0.592
C 0.04 -7.73 -0.73  -0.485
C 0.62 -6.56 -1.15  -0.405
N 1.72 -2.17 -1.88  -1.002
N 2.43 -0.96 -1.95  0.859
C 3.08 -0.53 -0.84  0.218
C 2.75 -1.03 0.44  -0.294
C 3.38 -0.55 1.57  -0.252
C 4.39 0.40 1.50  -0.787
C 4.74 0.88 0.24  -0.604
C 4.11 0.44 -0.91  -0.598
H 1.40 -4.13 -1.79  0.322
H -2.19 -4.72 -1.67  0.352
H -3.21 -6.84 -0.92  0.324
H -1.80 -8.79 -0.29  0.363
H 0.67 -8.57 -0.46  0.314
H 1.70 -6.47 -1.22  0.348
H 1.97 -1.78 0.50  0.657
H 3.07 -0.94 2.54  0.309
H 4.87 0.78 2.39  0.357
H 5.53 1.63 0.15  0.315
H 4.41 0.85 -1.86  0.370
N -3.03 -1.81 -0.71  0.149
C -3.68 -0.69 -0.30  0.290
C -5.08 -0.61 -0.31  -1.015
C -5.70 0.53 0.14  -0.334
C -4.92 1.59 0.61  -0.989
C -3.55 1.43 0.59  -0.178
N -2.93 0.33 0.15  0.501
H -3.59 -2.48 -1.22  0.243
H -2.11 -1.65 -1.15  -0.440
H -5.66 -1.45 -0.68  0.392
H -6.78 0.61 0.13  0.355
H -5.36 2.51 0.98  0.456
H -2.90 2.20 0.98  0.375
C 2.83 -0.50 -3.25  -1.280
H 3.88 -0.73 -3.47  0.379
H 2.68 0.58 -3.35  0.337
H 2.18 -0.99 -3.98  0.308



3.
Molecular formula: C40H37IN2O2SSiTi
Method: DFT, ωB97M-V with the def2-TZVPD basis set

- relative energy (zero: lowest compared OMol25 entry of this formula, charge and spin) (kcal/mol) = 18.4
- energy (eV) = -99089.304
- Kohn-Sham gap (alpha / beta) (eV) = 5.050 / 7.021
- total charge = -1
- lowest unoccupied orbital energy (alpha / beta) (eV) = 2.258 / 2.167
- 2S+1 = 2

Each line ends with the Mulliken charge.
Cartesian coordinates (Å):
Ti -0.61 0.17 -0.78  -0.858
C 3.41 2.29 4.30  -1.529
C 3.89 2.38 2.84  2.273
C 3.13 3.51 2.15  -1.977
C 5.39 2.72 2.81  -1.859
C 3.65 1.03 2.17  0.194
C 4.38 -0.09 2.62  -0.486
C 4.21 -1.34 2.07  -1.473
C 3.26 -1.49 1.07  1.101
S 2.80 -2.93 0.21  -0.439
C 1.61 -2.00 -0.65  -0.058
N 1.55 -0.74 -0.34  0.823
C 2.49 -0.41 0.64  -2.146
C 2.71 0.86 1.17  0.354
C 0.67 -2.56 -1.61  1.155
C 0.90 -3.78 -2.25  -0.532
C 0.01 -4.21 -3.21  -1.046
C -1.08 -3.41 -3.54  -0.824
C -1.29 -2.21 -2.88  -0.171
C -0.44 -1.75 -1.87  1.079
H 3.56 3.25 4.80  0.455
H 3.96 1.53 4.85  0.335
H 2.35 2.04 4.34  0.192
H 3.36 4.46 2.65  0.453
H 2.05 3.38 2.20  0.294
H 3.41 3.60 1.10  0.398
H 5.55 3.70 3.29  0.452
H 5.75 2.78 1.78  0.403
H 5.99 1.99 3.34  0.320
H 5.11 0.03 3.41  0.373
H 4.79 -2.19 2.42  0.381
H 2.14 1.68 0.78  0.816
H 1.77 -4.38 -2.01  0.389
H 0.17 -5.15 -3.73  0.366
H -1.77 -3.72 -4.31  0.437
H -2.15 -1.60 -3.17  0.127
O -0.13 3.69 1.08  -0.795
C -0.17 2.50 0.83  -0.011
O 0.10 1.97 -0.34  -0.467
C -0.48 1.47 1.84  0.277
C -0.53 1.75 3.20  -0.680
C -0.59 0.74 4.12  -1.585
C -0.55 -0.62 3.65  1.170
C -0.49 -1.71 4.52  -0.755
C -0.42 -3.01 4.04  -0.922
C -0.42 -3.24 2.67  -1.363
C -0.49 -2.17 1.79  -0.261
C -0.55 -0.85 2.25  -0.263
N -0.58 0.19 1.34  1.692
H -0.49 2.80 3.48  0.499
H -0.62 0.93 5.18  0.371
H -0.49 -1.52 5.58  0.428
H -0.37 -3.84 4.74  0.391
H -0.38 -4.25 2.28  0.506
H -0.53 -2.36 0.72  0.663
I -2.97 2.79 -1.32  0.215
C -2.89 2.08 -3.29  0.217
C -3.90 2.42 -4.14  -0.429
C -3.80 2.13 -5.51  -0.664
C -2.65 1.59 -6.00  -0.856
C -1.57 1.25 -5.14  0.863
C -0.34 0.79 -5.66  -0.999
C 0.70 0.53 -4.82  -1.255
C 0.51 0.60 -3.43  -0.201
C -0.68 0.96 -2.84  0.326
C -1.71 1.41 -3.73  0.255
H -4.77 2.94 -3.76  0.419
H -4.61 2.39 -6.17  0.385
H -2.52 1.42 -7.07  0.350
H -0.24 0.68 -6.74  0.323
H 1.66 0.22 -5.22  0.400
H 1.34 0.28 -2.80  0.493
C -3.85 0.01 1.18  -1.341
Si -3.05 -0.79 -0.35  1.404
C -3.16 -2.66 0.05  -1.408
C -4.35 -0.61 -1.74  -1.339
H -4.89 -0.33 1.28  0.438
H -3.86 1.10 1.12  0.278
H -3.31 -0.28 2.08  0.240
H -4.21 -2.97 -0.08  0.565
H -2.88 -2.86 1.08  0.259
H -2.55 -3.28 -0.61  0.264
H -5.19 -1.27 -1.49  0.513
H -3.99 -0.88 -2.73  0.351
H -4.74 0.41 -1.80  0.268